[1]
# C23H23BCl3N12O4SiTi

A molecular structure, C23H23BCl3N12O4SiTi (the ωB97M-V functional and the def2-TZVPD basis, OMol25).

- Gap between HOMO and LUMO: 0.2846 hartree
- Largest force on an atom: 0.9 eV/A
- E: -4392.82542 Eh
- Net charge: +1
- ΔE to the lowest compared entry with this formula, charge and spin: 54.68 kcal/mol

The geometry in XYZ format:
```
68
Properties=species:S:1:pos:R:3:mulliken_charge:R:1
Ti -0.57 -0.83 -0.73 -0.454
C -3.63 2.41 -0.16 -1.651
C -3.35 1.05 -0.31 -0.058
N -2.12 0.87 -0.80 0.405
N -1.60 2.10 -0.98 0.115
C -2.47 3.04 -0.57 -0.081
B -0.14 2.17 -1.52 0.903
N -0.09 1.20 -2.74 0.527
C 0.02 1.60 -4.02 -0.202
C -0.42 0.58 -4.84 -1.436
C -0.78 -0.44 -3.98 -0.392
N -0.59 -0.07 -2.71 0.551
N 0.74 1.66 -0.30 -0.014
C 1.50 2.42 0.50 -0.293
C 1.48 1.88 1.78 -1.596
C 0.68 0.76 1.69 -0.624
N 0.25 0.61 0.43 1.249
N 0.30 3.52 -1.99 -0.026
C -0.40 4.55 -2.54 -0.240
C 0.50 5.45 -3.03 -0.984
C 1.76 4.88 -2.74 -0.275
N 1.63 3.72 -2.13 -1.073
H -4.53 2.87 0.21 0.444
H -3.99 0.22 -0.09 0.461
H -2.22 4.09 -0.58 0.705
H 0.41 2.57 -4.26 0.423
H -0.45 0.58 -5.92 0.455
H -1.12 -1.43 -4.21 0.461
H 1.99 3.30 0.12 0.703
H 1.99 2.25 2.66 0.540
H 0.39 0.05 2.45 0.660
H -1.48 4.55 -2.60 0.630
H 0.29 6.39 -3.53 0.452
H 2.74 5.27 -2.96 0.477
C -3.15 -1.98 3.22 -0.540
O -3.55 -2.35 1.87 -0.522
C -2.80 -1.93 0.90 0.652
O -1.85 -1.15 1.02 -0.411
N -3.15 -2.42 -0.31 -0.309
N -2.40 -2.00 -1.41 -0.047
H -3.95 -2.33 3.85 0.320
H -3.05 -0.90 3.28 0.259
H -2.21 -2.47 3.46 0.209
H -3.89 -3.10 -0.40 0.247
H -2.99 -1.47 -2.05 0.434
H -1.99 -2.79 -1.91 0.423
O -0.13 -3.12 3.19 -0.592
C 0.87 -2.68 2.70 0.027
N 1.02 -2.30 1.33 1.070
C 2.22 -1.62 1.13 -0.039
O 2.57 -1.08 0.11 -0.509
C 2.95 -1.66 2.43 0.155
C 4.18 -1.15 2.76 -0.293
C 4.60 -1.31 4.08 -0.658
C 3.79 -1.94 5.02 -0.511
C 2.54 -2.44 4.67 -0.494
C 2.14 -2.29 3.36 0.063
H 4.80 -0.66 2.02 0.546
H 5.57 -0.93 4.37 0.442
H 4.15 -2.05 6.03 0.420
H 1.90 -2.94 5.39 0.532
Cl 2.56 -3.68 -1.36 -0.300
Si 1.32 -2.16 -1.95 0.758
Cl -0.01 -3.39 -3.18 -0.341
Cl 2.42 -1.09 -3.30 -0.290
N -0.34 -3.81 0.30 -0.455
C 0.08 -2.62 0.28 -0.526
H -0.96 -4.04 -0.48 0.519
```

---

[2]
# C23H23BrFN4OPbSSe3Te

A molecular structure, C23H23BrFN4OPbSSe3Te (the ωB97M-V functional and the def2-TZVPD basis, OMol25).

- Gap between HOMO and LUMO: 0.1687 hartree
- Largest force on an atom: 0.5 eV/A
- E: -11921.87283 Eh
- Net charge: -1
- ΔE to the lowest compared entry with this formula, charge and spin: 9.01 kcal/mol

The geometry in XYZ format:
```
59
Properties=species:S:1:pos:R:3:mulliken_charge:R:1
Pb 1.56 -2.15 -1.83 0.823
O -2.49 2.67 -5.32 -0.572
C -1.72 1.70 -4.74 1.096
C -1.81 1.38 -3.40 -0.958
C -0.97 0.40 -2.91 -0.733
N -0.11 -0.28 -3.68 0.098
C -0.06 0.04 -4.95 -0.258
Br 1.17 -0.93 -6.01 -0.129
C -0.82 1.03 -5.55 -0.394
H -3.11 3.00 -4.67 0.286
H -2.51 1.89 -2.74 0.306
H -0.98 0.13 -1.86 0.813
H -0.73 1.26 -6.60 0.410
Se 4.38 -2.90 -1.38 -0.500
Se 4.74 -5.10 -2.08 -0.264
Te 2.39 -6.01 -2.31 -0.195
Se 1.38 -4.24 -3.75 -0.560
F -2.94 -0.45 3.27 -0.441
C -2.29 -1.19 2.31 0.498
C -2.56 -0.95 0.99 -0.690
C -1.91 -1.72 0.02 -0.279
C -0.95 -2.70 0.35 0.632
C -0.24 -3.43 -0.71 -1.957
C -0.74 -2.90 1.72 -0.427
C -1.39 -2.15 2.70 -0.633
H -3.28 -0.19 0.71 0.443
H -2.15 -1.56 -1.03 0.577
H -0.87 -3.59 -1.59 0.643
H 0.18 -4.38 -0.38 0.401
H -0.04 -3.68 2.03 0.391
H -1.20 -2.32 3.76 0.428
C -1.66 5.56 0.13 -1.449
C -0.93 4.37 0.65 0.843
C -0.95 3.96 1.94 -0.903
C -0.17 2.82 2.29 0.920
N 0.55 2.16 1.42 -0.160
C 0.59 2.56 0.11 -0.282
S 1.51 1.86 -1.09 -0.290
N -0.21 3.66 -0.23 -0.014
C -0.14 2.33 3.70 -0.983
H -2.11 6.12 0.95 0.359
H -2.45 5.26 -0.55 0.305
H -0.98 6.22 -0.41 0.375
H -1.52 4.49 2.69 0.364
H -0.12 3.95 -1.19 0.288
H -0.25 3.17 4.40 0.418
H 0.78 1.79 3.89 0.112
H -0.98 1.65 3.86 0.165
C 2.96 -2.07 3.60 -0.331
C 2.60 -0.88 2.99 -0.487
C 2.24 -0.90 1.65 0.052
N 2.22 -2.02 0.93 0.402
C 2.56 -3.17 1.52 -0.287
C 2.95 -3.24 2.85 -0.678
H 3.26 -2.09 4.64 0.367
H 2.60 0.06 3.54 0.394
H 1.97 0.01 1.13 -0.092
H 2.53 -4.06 0.90 0.332
H 3.23 -4.19 3.29 0.408
```

---

[3]
# C23H23CaClF3NO2S2Sb

A molecular structure, C23H23CaClF3NO2S2Sb (the ωB97M-V functional and the def2-TZVPD basis, OMol25).

- Gap between HOMO and LUMO: 0.2636 hartree
- Largest force on an atom: 0.3 eV/A
- E: -3569.26910 Eh
- Net charge: +1
- ΔE to the lowest compared entry with this formula, charge and spin: 0.00 kcal/mol

The geometry in XYZ format:
```
57
Properties=species:S:1:pos:R:3:mulliken_charge:R:1
Ca -1.41 -0.04 2.47 2.039
S 2.64 -0.05 1.86 -0.177
Sb 2.06 -0.03 -0.53 1.597
C 3.95 0.77 -1.06 0.187
C 4.46 0.45 -2.32 -0.388
C 5.65 1.00 -2.75 -0.706
C 6.35 1.87 -1.92 -0.468
C 5.84 2.20 -0.67 -0.736
C 4.64 1.65 -0.24 -0.293
C 2.15 -1.86 -1.52 0.359
C 1.10 -2.28 -2.34 -0.194
C 1.23 -3.46 -3.05 -0.686
C 2.38 -4.23 -2.91 -0.466
C 3.41 -3.82 -2.08 -0.660
C 3.31 -2.62 -1.39 -0.403
C 0.73 1.50 -1.07 0.782
C 1.33 2.73 -1.37 -0.276
C 0.54 3.79 -1.76 -0.763
C -0.84 3.63 -1.86 -0.550
C -1.42 2.41 -1.56 -0.782
C -0.64 1.34 -1.16 -0.565
H 3.93 -0.24 -2.97 0.432
H 6.05 0.75 -3.72 0.408
H 7.28 2.30 -2.25 0.399
H 6.38 2.88 -0.03 0.422
H 4.26 1.93 0.73 0.355
H 0.19 -1.69 -2.42 0.342
H 0.43 -3.79 -3.69 0.407
H 2.47 -5.16 -3.45 0.397
H 4.30 -4.42 -1.97 0.405
H 4.12 -2.28 -0.76 0.402
H 2.41 2.86 -1.30 0.352
H 1.00 4.74 -1.99 0.419
H -1.46 4.47 -2.16 0.400
H -2.50 2.29 -1.62 0.430
H -1.11 0.39 -0.92 0.570
F -4.06 1.88 2.47 -0.305
C -2.92 1.69 1.69 -0.171
F -3.46 1.17 0.50 -0.259
F -2.55 2.96 1.34 -0.293
O -2.80 -1.32 3.58 -0.686
S -4.11 -1.92 4.08 0.145
C -5.23 -0.49 4.30 -0.442
C -6.24 -0.49 3.15 -0.712
C -5.59 -1.22 1.98 -0.087
C -4.97 -2.46 2.59 -0.736
H -4.56 0.37 4.26 0.220
H -5.67 -0.56 5.29 0.428
H -6.51 0.53 2.89 0.332
H -7.15 -1.01 3.46 0.370
H -4.83 -0.59 1.51 -0.100
H -6.32 -1.48 1.21 0.363
H -4.24 -2.99 1.97 0.414
H -5.72 -3.17 2.93 0.411
O 0.89 0.29 3.61 -0.481
N 1.08 0.33 2.41 0.232
Cl -0.25 -1.49 0.56 -0.636
```

---

[4]
# C23H23Cl2O2PRhSSe4

A molecular structure, C23H23Cl2O2PRhSSe4 (the ωB97M-V functional and the def2-TZVPD basis, OMol25).

- Gap between HOMO and LUMO: 0.2410 hartree
- Largest force on an atom: 0.3 eV/A
- E: -12417.08885 Eh
- Net charge: -1
- ΔE to the lowest compared entry with this formula, charge and spin: 18.48 kcal/mol

The geometry in XYZ format:
```
57
Properties=species:S:1:pos:R:3:mulliken_charge:R:1
Rh 0.86 0.83 0.11 1.097
Se 0.91 3.20 -0.49 -0.176
P -1.08 0.61 -3.07 -0.155
Se 1.00 0.33 -2.27 -0.280
C -1.86 1.33 -1.57 0.626
C -1.90 0.63 -0.36 -0.853
C -2.34 1.26 0.80 -0.444
C -2.77 2.58 0.75 -0.545
C -2.77 3.26 -0.45 -0.434
C -2.32 2.64 -1.61 -0.690
C -1.87 -1.06 -3.05 0.117
C -3.07 -1.19 -3.74 -0.514
C -3.75 -2.40 -3.76 -0.508
C -3.24 -3.50 -3.09 -0.505
C -2.03 -3.38 -2.41 -0.496
C -1.35 -2.17 -2.39 0.555
H -1.61 -0.41 -0.32 0.763
H -2.35 0.71 1.73 0.447
H -3.11 3.08 1.65 0.468
H -3.10 4.29 -0.49 0.378
H -2.27 3.19 -2.55 0.289
H -3.47 -0.34 -4.28 0.366
H -4.69 -2.49 -4.30 0.365
H -3.76 -4.44 -3.10 0.351
H -1.62 -4.23 -1.88 0.421
H -0.41 -2.09 -1.86 -0.134
O 3.99 -3.53 -1.88 -0.509
C 4.23 -3.40 -0.48 -1.386
C 3.38 -2.26 0.09 2.767
C 3.65 -2.23 1.60 -1.192
O 3.05 -3.33 2.29 -0.648
C 1.91 -2.56 -0.22 -2.115
Se 0.61 -1.55 0.83 -0.392
C 3.84 -0.95 -0.56 -1.836
Se 3.25 0.78 0.16 -0.230
H 4.42 -4.34 -2.19 0.311
H 5.29 -3.19 -0.30 0.408
H 3.96 -4.32 0.05 0.481
H 3.29 -1.28 2.01 0.282
H 4.72 -2.29 1.79 0.528
H 2.11 -3.10 2.35 0.358
H 1.71 -3.61 0.00 0.469
H 1.72 -2.39 -1.27 0.687
H 3.60 -0.98 -1.62 0.471
H 4.93 -0.86 -0.48 0.461
Cl 0.88 1.31 2.64 -0.164
C -0.09 2.70 3.04 0.803
C -1.12 2.50 3.95 -0.675
C -1.92 3.57 4.30 -0.487
C -1.71 4.81 3.74 -0.700
C -0.68 4.98 2.82 0.557
Cl -0.48 6.56 2.14 -0.230
C 0.18 3.94 2.46 -0.544
S 1.57 4.18 1.39 -0.198
H -1.27 1.51 4.36 0.449
H -2.72 3.43 5.02 0.351
H -2.33 5.66 3.99 0.413
```